Formula: CBr3ClS
Source: OMol25
Level of theory: ωB97M-V/def2-TZVPD

Geometry as XYZ:
```
6
Properties=species:S:1:pos:R:3:nbo_charge:R:1
C 0.6100 0.0285 0.5625 -0.464
S -2.0687 0.4293 -0.1766 0.100
Cl -1.7513 0.0289 -2.1271 -0.122
Br 1.3625 1.1168 1.8682 0.204
Br 1.5716 0.2029 -1.1486 0.127
Br 0.2758 -1.8063 1.0217 0.154
```

The calculation puts the energy above the lowest of the compared OMol25 structures with the same formula, charge and spin at 137.62 kJ/mol. As for the gap between HOMO and LUMO (alpha / beta): 7.43 / 6.80 eV. The calculation puts the molar mass at 319.24 g/mol. The value obtained for the HOMO energy (alpha / beta) is -9.32 / -9.04 eV. The spin multiplicity is 1. For the largest force on an atom, the calculation gives 1.7 eV/Å.

=====

Formula: CBr3NO
Source: OMol25
Level of theory: ωB97M-V/def2-TZVPD

Geometry as XYZ:
```
6
Properties=species:S:1:pos:R:3:nbo_charge:R:1
C -0.9139 0.0536 -0.4762 -0.473
N 0.5701 0.4429 0.7927 0.284
O 1.0680 -0.5273 1.1906 -0.185
Br -0.9058 -1.6322 -1.1463 0.175
Br -0.9995 1.3332 -1.9030 0.112
Br -2.1690 0.3317 0.9811 0.088
```

The calculation puts the energy above the lowest of the compared OMol25 structures with the same formula, charge and spin at 5.95 kJ/mol. As for the gap between HOMO and LUMO: 8.21 eV. The calculation puts the molar mass at 281.73 g/mol. The value obtained for the HOMO energy is -9.01 eV. The spin multiplicity is 1. For the largest force on an atom, the calculation gives 2.7 eV/Å.

=====

Formula: CBrCl2O3S
Source: OMol25
Level of theory: ωB97M-V/def2-TZVPD

Geometry as XYZ:
```
8
Properties=species:S:1:pos:R:3:nbo_charge:R:1
C -1.3162 0.1058 -0.0777 -0.521
O 1.7206 0.0058 1.3943 -0.890
O 1.7149 0.7869 -0.9116 -0.889
O 1.9729 -1.6714 -0.4387 -0.886
S 1.5943 -0.3411 -0.0052 2.376
Cl -1.3915 1.0531 1.3970 -0.072
Cl -1.4674 1.1961 -1.4500 -0.060
Br -2.8275 -1.1353 0.0919 -0.059
```

The calculation puts the energy above the lowest of the compared OMol25 structures with the same formula, charge and spin at 188.31 kJ/mol. As for the gap between HOMO and LUMO (alpha / beta): 6.86 / 6.86 eV. As for the total charge: -1. The calculation puts the molar mass at 242.88 g/mol. The value obtained for the HOMO energy (alpha / beta) is -4.10 / -4.10 eV. The spin multiplicity is 1. For the largest force on an atom, the calculation gives 1.8 eV/Å.

=====

Formula: CBrClFO2S
Source: OMol25
Level of theory: ωB97M-V/def2-TZVPD

Geometry as XYZ:
```
7
Properties=species:S:1:pos:R:3:nbo_charge:R:1
C 1.0255 -0.3824 -0.6008 -0.561
O -0.3194 -0.6429 1.6884 -0.961
O -1.4242 -0.9750 -0.3069 -0.966
F -1.6817 1.2465 0.7759 -0.593
S -0.5697 -0.1408 0.4160 2.163
Cl 2.4298 0.4116 0.1739 -0.094
Br 0.5398 0.4831 -2.1466 0.012
```

The calculation puts the energy above the lowest of the compared OMol25 structures with the same formula, charge and spin at 167.40 kJ/mol. As for the gap between HOMO and LUMO: 7.76 eV. As for the total charge: -1. The calculation puts the molar mass at 210.43 g/mol. The value obtained for the HOMO energy is -4.44 eV. The spin multiplicity is 1. For the largest force on an atom, the calculation gives 4.3 eV/Å.

=====

Formula: CBrNO3
Source: OMol25
Level of theory: ωB97M-V/def2-TZVPD

Geometry as XYZ:
```
6
Properties=species:S:1:pos:R:3:nbo_charge:R:1
C 0.0173 0.4341 1.0798 0.413
N -0.3800 -0.3663 -1.0704 0.511
O -0.6724 0.7972 1.9446 -0.452
O -1.4913 -0.2747 -1.4534 -0.288
O 0.6664 -0.7375 -1.4609 -0.292
Br 1.8600 0.1472 0.9603 0.109
```

The calculation puts the energy above the lowest of the compared OMol25 structures with the same formula, charge and spin at 328.01 kJ/mol. As for the gap between HOMO and LUMO (alpha / beta): 8.42 / 8.02 eV. The calculation puts the molar mass at 153.92 g/mol. The value obtained for the HOMO energy (alpha / beta) is -9.69 / -9.18 eV. The spin multiplicity is 1. For the largest force on an atom, the calculation gives 3.3 eV/Å.

=====

Formula: CCl2F3PS2
Source: OMol25
Level of theory: ωB97M-V/def2-TZVPD

Geometry as XYZ:
```
9
Properties=species:S:1:pos:R:3:nbo_charge:R:1
C 1.5562 -0.3367 0.1050 0.952
F 0.6053 0.0336 -0.7413 -0.315
F 2.3038 -1.3259 -0.2787 -0.310
F 2.2097 0.5213 0.7840 -0.294
P -2.6079 0.1698 -0.0053 0.861
S -1.8564 1.6480 -1.1321 -0.265
S -1.3857 -0.2262 1.5342 -0.210
Cl -2.8673 -1.4532 -0.9932 -0.168
Cl -4.5536 0.5937 0.7463 -0.250
```

The calculation puts the energy above the lowest of the compared OMol25 structures with the same formula, charge and spin at 312.21 kJ/mol. As for the gap between HOMO and LUMO (alpha / beta): 9.63 / 4.97 eV. The calculation puts the molar mass at 235.02 g/mol. The value obtained for the HOMO energy (alpha / beta) is -10.04 / -8.61 eV. The spin multiplicity is 1. For the largest force on an atom, the calculation gives 4.0 eV/Å.

=====

Among the records above, which one has the highest molar mass? CBr3ClS

=====

What is the largest force on an atom in the second record? 2.7 eV/Å